No. 1
Here is a cluster of 7 separate species, C18H53N7O7 in total at a distorted geometry from the Open Molecules 2025 dataset. Energies are from ωB97M-V/def2-TZVPD.

```
85
Properties=species:S:1:pos:R:3:forces:R:3:lowdin_charge:R:1
C -3.00857 -1.63406 -1.74641 1.6 -0.8 1.1 -0.08
C -2.08544 -2.83055 -1.30889 -1.5 0.7 0.5 -0.29
O -2.77313 -3.65804 -0.32718 0.5 0.5 -1.0 -0.09
H -2.35414 -0.87483 -2.17466 -0.3 0.0 -0.6 0.06
H -3.35137 -1.18162 -0.81587 -0.5 -0.1 -0.1 0.06
H -3.81579 -1.97603 -2.39413 0.1 0.3 0.0 0.08
H -1.20706 -2.46151 -0.77940 0.1 -0.1 -0.3 0.09
H -1.82503 -3.40002 -2.20108 0.3 -0.2 0.1 0.10
H -3.58090 -3.91462 -0.77804 -0.3 -0.3 0.2 0.07
C 0.76461 0.30429 -0.29654 -0.2 1.3 -1.6 -0.08
C 1.33319 -0.76967 -1.21845 -0.4 1.9 1.2 -0.33
O 1.45944 -1.78963 -0.30493 0.7 -1.8 0.6 -0.10
H -0.17414 -0.14993 0.02054 -0.1 0.6 0.4 0.06
H 0.63198 1.21459 -0.88123 -0.8 0.1 -0.2 0.07
H 1.37671 0.71844 0.50465 0.3 -1.0 0.3 0.08
H 2.26978 -0.45522 -1.67889 0.2 -0.1 -0.1 0.10
H 0.57787 -0.99288 -1.97196 0.1 0.0 -0.4 0.11
H 1.72763 -2.58510 -0.77065 0.2 -0.9 0.1 0.04
C 3.99899 2.14492 -0.55567 2.3 -2.0 1.9 -0.84
O 3.56362 2.93039 0.21991 -1.2 2.4 2.0 0.06
N 4.95318 1.26036 -0.25474 1.6 -1.2 1.7 0.16
N 3.63080 2.02640 -1.77190 -2.8 1.0 -5.0 0.17
H 5.20110 0.50657 -0.87959 0.3 0.2 0.5 0.10
H 5.31419 1.37116 0.68201 0.2 -0.6 -0.3 0.11
H 3.13992 2.87986 -1.99714 -0.3 -0.5 -1.1 0.13
H 3.98300 1.37826 -2.46181 0.0 0.5 0.2 0.12
C 3.01551 -1.04857 3.31897 -1.7 0.2 -2.3 -0.86
O 3.45191 -0.73632 4.34110 2.9 1.5 6.2 0.10
N 3.56118 -0.75395 2.17366 3.2 1.1 -3.5 0.18
N 1.81677 -1.52148 3.14383 -4.7 -2.5 -0.6 0.17
H 3.24348 -1.05337 1.26288 0.0 0.1 0.3 0.06
H 4.42570 -0.23783 2.25318 -0.1 -0.3 -0.3 0.11
H 1.18222 -1.73218 3.90083 0.6 -0.1 -0.1 0.11
H 1.56406 -1.82567 2.21447 -0.3 0.0 0.2 0.09
C -1.97445 2.74445 -2.47286 0.3 -1.2 0.5 -0.06
C -2.94864 3.61054 -3.20394 0.9 2.3 -1.1 -0.46
C -4.37557 3.52824 -2.81398 -0.4 -0.5 0.1 -0.20
O -4.82419 2.31867 -3.46399 -0.3 0.5 1.0 -0.18
C -5.53905 1.47198 -2.59285 0.5 0.2 0.4 -0.11
N -2.50392 5.02210 -3.14198 -0.1 -0.1 0.1 0.04
H -2.50182 1.85313 -2.13296 0.2 -0.5 -0.4 0.06
H -1.47477 3.07094 -1.56082 -0.4 1.0 0.1 0.07
H -1.14150 2.48423 -3.12599 -0.1 -0.3 -0.1 0.08
H -3.00552 3.28960 -4.24407 0.5 -0.3 -0.2 0.14
H -4.99736 4.36680 -3.12751 0.2 0.1 -0.6 0.13
H -4.44612 3.61688 -1.72989 -0.3 -1.0 0.4 0.13
H -6.10803 2.08183 -1.89110 -0.9 -0.2 -0.4 0.08
H -4.86064 0.95758 -1.91223 0.4 -0.5 -0.1 0.06
H -6.07204 0.73305 -3.19120 -0.3 0.3 0.2 0.10
H -3.01908 5.56387 -3.82110 -0.3 0.1 0.0 0.07
H -1.54550 5.10268 -3.45026 0.3 -0.1 0.1 0.06
C 4.54161 -3.06010 -0.24779 0.0 -0.1 -0.7 -0.07
C 4.62050 -3.87530 -1.54034 -0.5 0.4 1.5 -0.40
C 3.26142 -3.89202 -2.29000 1.1 0.6 -0.6 -0.19
O 2.12615 -4.26338 -1.48165 0.5 -0.6 -1.7 -0.20
C 0.97430 -4.51935 -2.34810 -0.3 -0.3 1.7 -0.07
N 5.84051 -3.38780 -2.28706 -2.1 -0.5 -0.6 0.04
H 5.59625 -2.98147 0.01614 -0.3 0.1 1.0 0.08
H 3.84879 -3.49252 0.47409 0.5 -0.3 0.3 0.08
H 4.13910 -2.06193 -0.42021 0.2 0.2 -0.4 0.05
H 4.72074 -4.92283 -1.25624 0.3 -0.2 0.1 0.13
H 3.49449 -4.56277 -3.11697 -0.9 -0.4 -0.3 0.12
H 2.98774 -2.92645 -2.71529 0.4 0.4 -0.2 0.12
H 0.93218 -5.46893 -2.88159 1.0 -0.1 -0.1 0.09
H 0.76118 -3.71010 -3.04653 0.2 0.2 0.1 0.09
H 0.18285 -4.64543 -1.60931 -0.3 0.4 -0.2 0.08
H 5.77911 -3.88086 -3.16639 0.2 0.2 -0.7 0.06
H 6.68868 -3.77088 -1.89468 0.0 -0.1 0.6 0.07
C -3.51401 2.28179 6.79537 -0.4 -1.0 -0.2 0.01
C -2.49449 2.43841 5.68116 -2.4 1.5 1.1 -0.39
C -2.49049 1.40752 4.68187 1.2 -1.5 -2.1 -0.18
O -1.46156 1.77494 3.74485 -0.2 -0.9 0.5 -0.18
C -1.35799 0.98842 2.53701 -1.2 1.7 -1.7 -0.06
N -2.71130 3.71090 5.05468 3.4 -0.4 1.2 0.36
H -3.50055 3.04447 7.57398 0.5 -0.4 0.2 0.10
H -3.44242 1.23407 7.08736 0.2 0.3 0.9 0.10
H -4.51785 2.32762 6.37310 0.0 0.2 -0.3 0.10
H -1.46848 2.60841 6.00750 0.9 0.1 0.7 0.21
H -3.48563 1.50412 4.24775 -0.2 -1.0 -0.5 0.16
H -2.21255 0.43712 5.09319 -0.7 -0.1 0.1 0.16
H -0.95918 -0.01370 2.37952 0.6 -0.1 1.6 0.09
H -0.82784 1.66634 1.86809 0.3 -0.3 0.0 0.09
H -2.34829 0.93849 2.08434 -0.4 0.0 0.1 0.09
H -2.05184 3.74099 4.29029 -0.4 0.3 -2.1 0.15
H -2.32447 4.36350 5.72144 -1.2 1.5 0.4 0.16
```
Forces are in eV/Å.

Calculated values
Multiplicity: 2
LUMO (alpha / beta) in eV: -2.900 / -8.717
Total charge: +1
Highest occupied orbital energy (alpha / beta) in eV: -11.04 / -11.04
Frontier orbital gap (alpha / beta) in eV: 8.140 / 2.323

=====

No. 2
Here is a structure of composition C19H21BF4N6O2SV at a distorted geometry from the Open Molecules 2025 dataset. Energies are from ωB97M-V/def2-TZVPD.

```
55
Properties=species:S:1:pos:R:3:forces:R:3:lowdin_charge:R:1
V 11.27654 8.86904 7.05568 -1.4 0.8 0.1 1.13
N 16.77869 11.92810 12.09984 -0.9 0.3 -1.2 0.11
C 15.86016 11.32828 11.20227 1.7 0.0 0.3 -0.20
C 15.48409 12.19270 10.08137 1.1 -3.2 3.6 -0.02
C 14.76337 11.69402 9.08651 -0.8 -2.1 -1.0 -0.05
C 14.48616 10.27669 9.01965 0.0 -0.2 1.6 -0.24
C 14.89266 9.42923 10.12214 -1.1 0.7 -1.5 -0.07
C 15.54213 9.90369 11.21688 2.1 2.5 1.8 -0.01
S 13.73256 9.46849 7.66674 2.6 5.3 3.1 0.61
O 13.04996 8.28645 8.02628 -2.6 -3.6 1.3 -0.27
O 14.54777 9.45075 6.56496 2.3 -0.2 -3.3 -0.14
N 12.38112 10.32370 7.32775 1.5 -0.5 2.1 -0.13
C 12.20358 11.19035 6.29707 -1.6 0.3 -1.4 -0.44
N 11.07365 10.58718 5.82236 -1.2 0.4 -0.3 0.04
C 10.47950 11.12493 4.80825 1.2 1.2 -2.4 -0.01
C 11.06012 12.33356 4.26627 -2.4 -1.3 -1.7 -0.01
C 12.19154 12.84222 4.72300 1.9 -1.2 3.7 0.01
N 12.83189 12.19685 5.84586 -0.4 1.4 -1.2 0.22
H 17.06995 12.82539 11.71178 0.0 -0.3 0.7 0.09
H 16.92298 11.88411 13.12083 -0.6 -0.7 -1.1 0.13
H 15.85979 13.15879 10.12123 0.1 1.8 -0.1 0.10
H 14.41605 12.48523 8.48863 -0.6 0.1 -1.8 0.10
H 14.59981 8.40479 10.07011 0.2 -0.7 -0.1 0.10
H 16.09564 9.34598 12.06852 -1.6 0.5 -1.7 0.16
H 9.77297 10.63876 4.12627 -0.3 -0.2 1.1 0.15
H 10.61247 12.70747 3.34011 0.0 0.1 0.5 0.13
H 12.63331 13.76045 4.41697 0.5 0.3 -0.4 0.13
C 5.94244 7.74401 5.84817 1.4 -1.8 1.4 -0.03
C 7.31962 6.88056 6.00635 -0.5 1.8 -1.8 -0.10
C 8.40249 7.88895 6.13758 -3.3 -3.5 -0.3 -0.10
N 9.23275 8.62324 6.30036 3.5 2.1 0.5 0.17
H 5.04589 7.12390 5.93996 0.4 0.1 -0.4 0.10
H 6.02745 8.31079 4.97736 -0.2 0.3 -2.0 0.06
H 5.89925 8.53313 6.56698 0.0 0.1 1.2 0.06
H 7.56803 6.32850 5.05344 -0.5 0.4 1.0 0.15
H 7.38548 6.19314 6.83466 -0.2 -0.1 0.4 0.12
C 7.31887 9.01564 12.03708 -0.8 -0.6 -0.1 -0.02
C 8.30662 8.98592 10.91979 0.9 0.1 0.2 -0.20
C 9.40716 8.10442 10.87576 -1.3 1.2 0.0 0.04
C 10.28841 8.17114 9.83211 0.1 -0.5 1.7 -0.09
N 10.14112 8.99852 8.82457 0.7 -0.5 -1.6 -0.04
C 9.07629 9.79472 8.83088 0.3 1.2 -0.9 -0.14
C 8.21931 9.89244 9.85546 -2.0 0.0 1.9 0.01
H 7.60547 8.28790 12.79530 0.2 0.5 0.4 0.09
H 6.39469 8.56146 11.65138 0.0 0.2 -0.1 0.11
H 6.99526 10.00761 12.43303 0.7 -0.7 -0.3 0.12
H 9.63432 7.45830 11.68024 0.0 -0.7 0.7 0.12
H 11.15836 7.58309 9.98660 0.9 -0.5 -0.8 0.13
H 8.98475 10.43191 7.98131 -0.1 0.4 -0.4 0.11
H 7.38573 10.61100 9.95963 0.7 -0.2 -0.8 0.15
F 11.90636 8.22961 5.46235 0.1 -0.6 -0.5 -0.17
B 11.70405 6.43686 5.80345 5.1 0.7 2.4 -1.05
F 11.31474 6.76916 7.12220 -1.1 0.0 0.4 0.10
F 12.96103 5.98156 5.75951 -0.7 0.3 0.1 0.28
F 10.86662 6.08535 4.97228 -3.7 -1.2 -2.9 0.40
```
Forces are in eV/Å.

Calculated values
Multiplicity: 2
LUMO (alpha / beta) in eV: -8.660 / -7.740
Total charge: +2
Highest occupied orbital energy (alpha / beta) in eV: -13.21 / -13.25
Frontier orbital gap (alpha / beta) in eV: 4.554 / 5.509

=====

No. 3
Here is a structure of composition C2H4N3O2S at a distorted geometry from the Open Molecules 2025 dataset. Energies are from ωB97M-V/def2-TZVPD.

```
12
Properties=species:S:1:pos:R:3:forces:R:3:lowdin_charge:R:1
C -1.72094 0.02894 0.21011 -0.5 0.2 0.0 -0.23
C 3.02635 -0.19934 0.28963 1.0 0.6 -0.7 -0.34
N -1.75994 -1.27013 0.20197 0.3 0.4 0.0 -0.02
N 3.94945 0.18511 -0.31747 -0.1 0.0 0.0 0.30
N -0.45418 0.37775 0.27478 0.0 -0.6 -0.1 -0.03
O 2.03431 -0.40090 0.88585 -0.3 0.0 1.0 -0.02
O 0.55775 -1.77586 -0.89335 0.6 -0.5 -1.1 -0.34
S 0.12632 -1.36085 0.37868 -1.7 0.4 0.7 1.13
H -2.56111 0.71423 0.15851 0.0 0.0 0.1 0.16
H -2.58487 -1.84049 0.10570 0.1 -0.3 0.1 0.14
H 4.84394 0.05836 -0.73027 0.3 -0.2 -0.1 0.12
H -0.09965 1.31301 0.40123 0.4 -0.1 0.1 0.14
```
Forces are in eV/Å.

Calculated values
Multiplicity: 1
ΔE to the lowest compared entry with this formula, charge and spin in eV: 0.000
LUMO in eV: -3.896
Total charge: +1
Highest occupied orbital energy in eV: -15.32
Frontier orbital gap in eV: 11.422

=====

No. 4
Here is an isolated molecule of C24H26N4O5S from the Open Molecules 2025 dataset. Energies are from ωB97M-V/def2-TZVPD.

```
60
Properties=species:S:1:pos:R:3:forces:R:3:lowdin_charge:R:1
C 0.33234 -0.20228 -5.53774 0.0 -0.2 0.1 0.01
C -0.51042 -0.18539 -4.28530 0.3 0.2 -0.4 -0.52
O -0.73553 -1.16980 -3.61490 0.0 -0.3 0.1 0.05
N -0.97772 1.05825 -3.96726 0.0 0.4 -0.1 0.12
C -1.65843 1.35693 -2.77383 -0.1 0.1 0.4 -0.26
C -2.61828 0.48549 -2.26758 0.0 0.1 -0.1 -0.01
C -3.16931 0.71777 -1.02513 0.0 0.2 0.0 -0.02
C -2.76928 1.81622 -0.26548 0.1 0.1 -0.2 -0.23
C -1.89364 2.74517 -0.81879 0.0 0.1 0.1 0.00
C -1.34348 2.51120 -2.06460 -0.1 -0.3 -0.2 -0.02
H -0.63792 3.21865 -2.47631 0.1 0.1 0.0 0.12
H -1.61074 3.61796 -0.25602 0.0 0.0 0.0 0.11
N -3.22059 1.88519 1.05842 -0.5 0.0 -0.2 0.12
C -2.56482 2.50322 2.08288 -0.2 0.3 -0.2 -0.52
O -1.75400 3.39289 1.95727 0.0 0.0 0.1 0.09
C -2.91892 1.89903 3.42016 0.6 -0.7 0.0 -0.10
H -3.98481 1.90788 3.62992 -0.1 -0.1 0.0 0.12
H -2.35758 2.36704 4.22235 0.1 0.0 0.0 0.11
S -2.43501 0.12483 3.29670 0.2 -0.1 0.1 0.71
O -3.47817 -0.51739 2.52641 -0.1 -0.1 -0.2 -0.33
O -2.17410 -0.37651 4.61532 0.2 0.3 0.1 -0.29
C -0.97940 0.15342 2.30842 -0.7 -0.1 0.3 -0.23
C -0.89283 -0.28920 1.01521 -0.2 -0.1 0.1 -0.04
N 0.30803 0.04862 0.48455 -0.4 -0.2 0.2 -0.01
C 1.02663 0.73594 1.43351 0.0 0.3 0.8 -0.15
C 2.29535 1.29997 1.36786 0.0 0.0 -0.1 0.01
C 2.76392 1.93646 2.49689 0.0 0.0 0.0 -0.08
C 2.00182 2.01073 3.66692 0.0 0.1 0.1 -0.08
C 0.74364 1.45763 3.74080 0.1 0.0 -0.1 -0.01
C 0.24361 0.81625 2.61007 0.5 0.1 -0.1 -0.15
H 0.15809 1.50002 4.64581 0.0 0.0 0.1 0.11
H 2.41469 2.51545 4.52731 0.0 0.0 0.1 0.10
H 3.74433 2.38806 2.48072 0.1 0.0 0.0 0.10
H 2.88908 1.23957 0.46949 0.1 0.0 -0.1 0.11
C 0.72125 -0.15022 -0.87757 0.3 0.0 -0.5 -0.03
H -0.04960 -0.70796 -1.41702 0.0 0.1 0.1 0.11
H 0.84735 0.82420 -1.36311 0.0 -0.2 0.0 0.14
C 2.06514 -0.87755 -1.01670 -0.5 0.2 0.1 -0.45
O 2.99089 -0.36961 -1.62484 0.2 0.2 -0.2 0.05
N 2.15574 -2.08153 -0.44215 0.2 -0.2 0.0 -0.03
C 1.10838 -2.83296 0.22211 -0.4 -0.1 0.3 -0.14
C 1.67274 -4.25138 0.29791 0.0 0.1 0.1 -0.16
H 1.25729 -4.81383 1.13077 -0.1 0.0 0.0 0.11
C 3.17451 -4.00808 0.43114 -0.1 0.1 -0.1 -0.16
C 3.40099 -2.83302 -0.51181 0.4 0.0 -0.1 -0.13
H 4.23562 -2.19083 -0.22446 0.0 -0.1 -0.1 0.13
H 3.56873 -3.16679 -1.54153 0.1 0.0 0.1 0.13
H 3.76922 -4.87652 0.15839 0.1 0.0 0.0 0.11
H 3.41783 -3.72239 1.45496 0.0 0.0 0.0 0.12
H 1.46268 -4.78688 -0.62835 0.0 0.0 0.0 0.12
H 0.17544 -2.78899 -0.34324 0.0 0.0 0.1 0.13
H 0.93177 -2.43596 1.22878 -0.1 -0.1 -0.1 0.13
H -1.62234 -0.83756 0.45292 -0.1 -0.1 -0.2 0.14
H -3.79004 1.08743 1.33218 0.1 0.2 0.0 0.11
H -3.88930 0.02442 -0.61495 -0.1 -0.1 0.0 0.12
H -2.90059 -0.38650 -2.83363 0.0 -0.1 0.0 0.12
H -0.58992 1.84530 -4.46752 -0.1 -0.2 0.0 0.15
H -0.10925 0.41126 -6.31882 0.0 0.1 -0.1 0.08
H 0.43546 -1.22533 -5.88713 0.0 0.0 0.0 0.09
H 1.32343 0.18201 -5.30040 0.1 0.0 0.0 0.09
```
Forces are in eV/Å.

Calculated values
Multiplicity: 1
ΔE to the lowest compared entry with this formula, charge and spin in eV: 0.000
LUMO in eV: 0.610
SMILES string: CC(=O)Nc1ccc(NC(=O)CS(=O)(=O)c2cn(CC(=O)N3CCCC3)c3ccccc23)cc1
Highest occupied orbital energy in eV: -8.37
Frontier orbital gap in eV: 8.981